Record 1
Computed, not measured: a cluster of 2 separate species, C5H17N2O in total, with ωB97M-V/def2-TZVPD.

The value obtained for the frontier orbital gap is 8.205 eV. As for the maximum force: 7.75 eV/A. Its total energy is -385.11861 Eh. For the energy relative to the best compared isomer or geometry (same formula, charge and spin), the calculation gives 76.64 kcal per mole. The calculation puts the lowest unoccupied orbital energy at -3.57 eV. The calculation puts the HOMO energy at -11.78 eV. As for the charge: +1.

Cartesian coordinates (Å):
H 0.548 1.658 -1.854
O 3.302 -0.856 0.123
C -0.261 1.117 -1.193
C -0.712 1.955 0.048
H -1.393 1.337 0.774
H 1.170 1.770 1.216
H -1.323 -2.713 -0.978
H 0.244 -0.851 -1.628
N -1.688 -1.152 0.316
C 0.292 -0.275 -0.683
N 0.475 2.420 0.898
H 1.491 0.013 -0.486
C -2.009 -2.389 -0.388
H 0.973 3.251 0.532
H -2.206 -1.171 1.162
H 3.736 -1.495 0.566
H 0.401 -1.769 0.771
C -0.261 -0.858 0.562
H -1.010 1.002 -1.960
H -0.232 -0.109 1.489
H -3.067 -2.430 -0.839
H -1.350 2.815 -0.326
H 3.945 -0.236 -0.155
H -2.172 -3.182 0.382
H 0.029 2.786 1.781

---

Record 2
Computed, not measured: the ion C5H11N2O with charge -1, with ωB97M-V/def2-TZVPD.

The value obtained for the frontier orbital gap is 5.649 eV. As for the maximum force: 2.07 eV/A. Its total energy is -381.81417 Eh. For the energy relative to the best compared isomer or geometry (same formula, charge and spin), the calculation gives 19.49 kcal per mole. The calculation puts the lowest unoccupied orbital energy at 3.48 eV. The calculation puts the HOMO energy at -2.17 eV. As for the charge: -1.

Cartesian coordinates (Å):
H -1.475 1.432 -2.433
N 0.475 -0.427 1.769
H -0.399 2.106 -1.175
C -0.612 0.294 1.110
H -0.616 -0.820 -2.265
N 2.618 -1.497 1.823
H -2.111 0.145 -0.479
H 0.437 -0.201 2.754
C 1.591 -1.027 1.233
H -0.465 1.375 0.986
O 0.525 1.644 -2.902
H 0.710 -0.397 -1.382
C -0.423 1.372 -1.993
H 1.428 -1.332 0.211
C -1.131 -0.329 -0.226
C -0.336 -0.110 -1.497
H -1.505 0.453 1.741
H -1.365 -1.413 -0.093
H 2.651 -1.269 2.818